Record 1
C43H35AlN2O6P2 | ωB97M-V/def2-TZVPD

Structure (XYZ):
```
89
Properties=species:S:1:pos:R:3:mulliken_charge:R:1
C 0.72 -0.94 -3.34 -0.15
C -0.31 -1.36 -2.49 0.65
C -1.60 -1.51 -3.01 -0.80
C -1.85 -1.27 -4.36 -0.84
C -0.81 -0.88 -5.20 -0.55
C 0.47 -0.71 -4.69 -1.04
P 0.00 -1.62 -0.70 3.01
C -1.28 -2.87 -0.28 -0.02
C -2.37 -2.48 0.51 -0.42
C -3.38 -3.39 0.80 -0.94
C -3.31 -4.70 0.32 -0.58
C -2.22 -5.09 -0.46 -0.78
C -1.21 -4.18 -0.76 -0.32
Al -0.02 0.00 0.70 0.18
P -0.01 1.57 -0.80 1.89
C -1.34 1.71 -2.04 0.83
C -1.17 2.09 -3.37 -0.96
C -2.28 2.18 -4.22 -0.70
C -3.56 1.89 -3.75 -0.66
C -3.73 1.49 -2.42 -0.88
C -2.63 1.40 -1.58 -0.58
C -0.26 3.05 0.26 1.02
C 0.59 3.17 1.37 -1.05
C 0.43 4.22 2.27 -0.79
C -0.58 5.16 2.07 -0.63
C -1.43 5.05 0.96 -0.70
C -1.27 4.00 0.06 -0.61
C 1.56 1.99 -1.66 0.68
C 2.64 1.11 -1.52 -0.67
C 3.87 1.41 -2.09 -0.55
C 4.04 2.60 -2.81 -0.67
C 2.97 3.50 -2.92 -0.75
C 1.74 3.20 -2.35 -0.54
C 1.57 -2.57 -0.69 0.49
C 1.99 -3.36 -1.77 -0.35
C 3.18 -4.08 -1.70 -0.88
C 3.96 -4.03 -0.54 -0.64
C 3.54 -3.26 0.54 -0.84
C 2.36 -2.53 0.47 -0.48
H 1.38 2.43 1.52 0.70
H 1.08 4.29 3.13 0.50
H -0.71 5.98 2.77 0.43
H -2.21 5.79 0.80 0.46
H -1.93 3.92 -0.79 0.39
H -0.18 2.30 -3.76 0.55
H -2.13 2.47 -5.26 0.50
H -4.41 1.97 -4.41 0.44
H -4.72 1.25 -2.05 0.46
H -2.75 1.06 -0.55 0.49
H 2.50 0.21 -0.93 0.18
H 4.71 0.72 -1.98 0.49
H 5.00 2.84 -3.26 0.45
H 3.11 4.43 -3.46 0.46
H 0.93 3.91 -2.41 0.54
H 1.39 -3.40 -2.68 0.53
H 3.50 -4.68 -2.55 0.46
H 4.89 -4.59 -0.49 0.45
H 4.14 -3.22 1.45 0.49
H 2.03 -1.92 1.31 0.17
H -2.39 -1.47 0.90 0.34
H -4.22 -3.09 1.42 0.45
H -4.10 -5.41 0.55 0.43
H -2.16 -6.11 -0.83 0.46
H -0.36 -4.50 -1.36 0.42
H -2.41 -1.83 -2.36 0.43
H -2.86 -1.39 -4.75 0.48
H -1.01 -0.69 -6.26 0.23
H 1.29 -0.39 -5.34 0.48
H 1.73 -0.82 -2.95 0.72
H -0.07 0.14 -8.33 0.01
H 0.67 0.13 -8.28 0.02
O -1.32 1.38 3.10 -0.69
C -0.34 0.56 3.45 0.60
O 0.36 -0.07 2.53 -0.11
C -0.11 0.28 4.89 0.25
C 0.80 -0.71 5.28 -0.36
C 1.00 -1.02 6.64 -0.52
C 0.28 -0.29 7.61 -0.14
C -0.63 0.71 7.24 -0.53
C -0.82 0.99 5.87 -0.19
N -1.36 1.44 8.23 1.06
O -1.20 1.20 9.39 -0.59
O -2.14 2.29 7.92 -0.61
N 1.91 -2.05 7.03 1.07
O 2.51 -2.67 6.21 -0.63
O 2.07 -2.31 8.18 -0.59
H 1.35 -1.27 4.52 0.71
H 0.43 -0.52 8.66 0.63
H -1.52 1.75 5.58 0.67
```

Properties
- highest occupied orbital energy (eV) = -14.5015
- relative energy (zero: lowest compared OMol25 entry of this formula, charge and spin) (kJ/mol) = 128.4
- E (hartree) = -3144.9634
- multiplicity = 1
- max |F| (eV/A) = 6.62
- frontier orbital gap (hartree) = 0.2445
- net charge = +2



Record 2
C4H7N2 | ωB97M-V/def2-TZVPD

Structure (XYZ):
```
13
Properties=species:S:1:pos:R:3:mulliken_charge:R:1
C -0.48 1.38 0.11 -0.26
C -1.23 0.18 -0.08 -0.45
C 0.82 -0.69 -0.54 -0.19
C 0.80 0.80 -0.37 0.18
N 1.56 0.07 0.40 -0.32
N -0.43 -1.14 0.23 -0.18
H -0.86 2.02 -0.60 0.23
H -0.42 1.84 1.07 0.33
H -1.51 0.08 -1.15 0.32
H 1.11 -1.34 -1.42 0.36
H 1.79 -0.08 1.40 0.29
H -0.13 -1.19 1.16 0.30
H -1.02 -1.93 -0.22 0.39
```

Properties
- highest occupied orbital energy (spin up / spin down) (eV) = -12.8910 / -13.7185
- relative energy (zero: lowest compared OMol25 entry of this formula, charge and spin) (kJ/mol) = 682.4
- E (hartree) = -265.6486
- multiplicity = 1
- max |F| (eV/A) = 4.78
- frontier orbital gap (spin up / spin down) (hartree) = 0.2896 / 0.3363
- net charge = +1